# C21H53ClINO13P5S

A cluster of 3 separate species, C21H53ClINO13P5S in total in a non-equilibrium geometry (ωB97M-V/def2-TZVPD, the OMol25 dataset).

```
96
C21H53ClINO13P5S (ωB97M-V/def2-TZVPD)
C 7.22 3.89 2.39
C 8.10 3.09 1.31
C 7.28 2.03 0.48
C 5.95 2.58 -0.17
O 5.98 3.99 -0.42
C 4.66 4.50 -0.57
O 3.87 4.63 0.62
P 2.38 5.45 0.13
C 1.70 4.75 1.77
C 1.80 3.15 1.86
C 2.72 2.64 3.04
I 2.21 3.47 5.00
P 0.49 6.16 -0.76
N -0.42 4.77 -1.42
O -0.58 6.80 0.42
P 2.88 7.40 1.15
O 1.67 7.78 2.29
Cl 2.70 8.88 -0.39
O 3.17 6.21 -1.25
C 4.59 5.98 -1.18
S 5.60 6.35 -2.68
H 7.64 3.81 3.43
H 6.18 3.47 2.36
H 7.14 4.94 2.01
H 8.85 2.49 1.93
H 8.72 3.78 0.67
H 7.98 1.57 -0.28
H 7.00 1.17 1.17
H 5.74 1.97 -1.10
H 5.10 2.38 0.55
H 4.16 3.83 -1.33
H 2.17 4.23 -0.64
H 0.62 4.99 1.97
H 2.28 5.25 2.60
H 2.18 2.71 0.89
H 0.77 2.69 2.02
H 3.82 2.75 2.79
H 2.55 1.52 3.13
H -0.57 4.07 -0.68
H 0.08 4.38 -2.22
H -1.07 6.06 0.82
H 2.10 8.31 2.98
H 5.15 6.56 -0.37
H 6.40 7.40 -2.28
O -2.51 0.58 -1.10
P -4.00 0.44 -0.80
O -4.18 1.70 0.24
C -4.20 3.03 -0.29
C -5.53 3.34 -0.95
O -3.88 -0.79 0.31
C -2.79 -1.71 0.25
C -1.72 -1.33 1.26
O -5.69 0.18 -0.76
C -6.24 -0.61 -1.82
C -5.86 -2.07 -1.70
H -3.37 3.16 -1.00
H -4.03 3.71 0.54
H -5.67 2.73 -1.85
H -5.58 4.39 -1.24
H -6.36 3.12 -0.27
H -2.39 -1.78 -0.76
H -3.19 -2.70 0.51
H -1.40 -0.29 1.12
H -0.85 -1.98 1.17
H -2.11 -1.40 2.28
H -5.92 -0.20 -2.78
H -7.33 -0.50 -1.76
H -4.80 -2.22 -1.89
H -6.42 -2.68 -2.42
H -6.07 -2.45 -0.69
O -2.38 -5.75 -1.08
P -2.20 -7.27 -1.01
O -3.67 -7.72 -1.62
C -3.90 -7.59 -3.01
C -3.21 -8.69 -3.80
O -2.53 -7.45 0.60
C -2.27 -6.39 1.52
C -3.54 -5.63 1.83
O -1.72 -8.91 -1.01
C -0.31 -9.16 -0.92
C 0.25 -8.83 0.45
H -3.57 -6.60 -3.36
H -4.98 -7.65 -3.17
H -2.12 -8.59 -3.73
H -3.49 -8.66 -4.85
H -3.46 -9.67 -3.39
H -1.49 -5.73 1.15
H -1.88 -6.85 2.44
H -4.03 -5.28 0.92
H -3.33 -4.77 2.47
H -4.26 -6.28 2.34
H 0.21 -8.58 -1.70
H -0.16 -10.22 -1.14
H 0.24 -7.75 0.63
H 1.28 -9.18 0.54
H -0.35 -9.30 1.23
```

Summary:
F_max, Eh/bohr: 0.1705
Net charge: -1
Highest occupied orbital energy, Eh: -0.131
DFT total energy, eV: -128646.44215